[1]
ORCA calculation (the ωB97M-V functional and the def2-TZVPD basis) on C23H17N3O3 in the gas phase in a non-equilibrium geometry.

Results
Kohn-Sham gap: 6.75 eV
max |F|: 1.3 eV/A
E_HOMO: -7.69 eV
structure (SMILES): Cc1cc2nc(/C(C#N)=C\c3ccc(-c4ccccc4C(=O)O)o3)[nH]c2cc1C
LUMO energy: -0.03467 hartree

```
! RIJCOSX wB97M-V def2-TZVPD def2/J DEFGRID3
* xyz 0 1
O 6.44 -0.36 0.58
O 4.94 0.89 1.65
O 1.45 1.73 -0.19
N -1.10 1.00 0.39
N -3.01 2.03 -0.14
N -2.74 5.44 0.01
C -5.70 -2.16 0.00
C -1.72 2.18 0.08
C 5.19 0.05 0.82
C 2.02 -0.88 -1.01
C 3.55 2.45 -0.37
C 2.74 1.34 -0.30
C 4.40 -2.04 -0.23
C 2.71 3.57 -0.28
C -3.26 0.70 0.01
C -3.22 -2.04 0.45
C 2.23 -2.23 -1.21
C -2.03 4.55 0.00
C 3.43 -2.81 -0.84
C -2.04 -1.34 0.57
C -2.07 0.03 0.36
C -4.43 -1.38 0.12
C 2.99 -0.08 -0.42
C 1.42 3.09 -0.16
C 4.19 -0.68 0.01
C -3.23 -3.52 0.68
C 0.22 3.85 -0.06
C -1.09 3.48 0.01
C -4.45 -0.01 -0.10
H -5.61 -2.93 -0.78
H 1.46 -2.83 -1.68
H -0.13 0.87 0.61
H -6.53 -1.51 -0.26
H 1.09 -0.43 -1.34
H -3.89 -3.78 1.50
H 3.00 4.60 -0.29
H 7.06 0.10 1.17
H -1.12 -1.84 0.83
H -5.93 -2.67 0.94
H -3.59 -4.05 -0.21
H -5.36 0.50 -0.36
H -2.23 -3.88 0.91
H 5.33 -2.48 0.10
H 4.61 2.46 -0.48
H 3.61 -3.86 -1.01
H 0.41 4.91 -0.09
*
```

natural (NBO) atomic charge list, values in e, 6 entries:
1 O -0.68
2 O -0.58
3 O -0.44
4 N -0.54
5 N -0.43
6 N -0.30

[2]
ORCA calculation (the ωB97M-V functional and the def2-TZVPD basis) on a molecular structure, C23H18AlCl3GeN3O2S2.

Results
Kohn-Sham gap (spin up / spin down): 7.48 / 4.44 eV
max |F|: 0.7 eV/A
E_HOMO (spin up / spin down): -13.78 / -13.77 eV
⟨S²⟩: 0.75
LUMO energy (spin up / spin down): -0.23124 / -0.34285 hartree

```
! RIJCOSX wB97M-V def2-TZVPD def2/J DEFGRID3
* xyz 2 2
Ge -3.16 -3.75 -2.22
Cl -5.19 -3.66 -1.69
Cl -2.10 -5.48 -1.63
Cl -2.25 -2.06 -0.76
S 1.73 -2.40 -1.90
S -1.88 2.20 -0.81
Al -0.53 -0.68 -0.37
O 0.84 -1.27 -1.27
O -0.95 0.92 -0.82
N -0.20 -0.84 1.39
N 1.25 -3.68 4.05
N 0.60 0.71 5.40
C -1.56 2.95 0.76
C 1.59 -3.77 -0.80
C 1.48 -5.03 -1.38
C 1.48 -5.98 0.83
C 1.58 -4.71 1.40
C 1.64 -3.60 0.58
C -1.95 3.62 -3.08
C -1.15 3.29 -1.99
C -1.46 4.50 -4.03
C 0.56 -0.20 4.71
C 3.38 -1.83 -1.52
C 1.43 -6.14 -0.55
C -0.19 5.02 -3.89
C -0.35 2.79 1.44
C 0.61 4.69 -2.80
C 0.93 -2.58 4.00
C 0.51 -1.25 3.77
C -0.19 3.41 2.66
C -2.41 4.33 2.51
C -2.60 3.70 1.29
C 0.13 3.83 -1.83
C 0.08 -1.00 2.52
C -1.22 4.18 3.19
H 4.07 -2.61 -1.84
H -2.07 4.77 -4.88
H 1.62 -4.60 2.47
H 3.48 -1.65 -0.46
H 3.55 -0.92 -2.10
H 1.46 -6.85 1.47
H 1.43 -5.14 -2.46
H -1.09 4.65 4.16
H 0.73 3.29 3.22
H 1.36 -7.13 -0.98
H 0.44 2.18 1.02
H 1.74 -2.61 1.01
H 0.73 3.59 -0.97
H 1.59 5.12 -2.70
H 0.19 5.71 -4.63
H -3.21 4.92 2.93
H -3.54 3.80 0.76
H -2.94 3.21 -3.17
*
```

natural (NBO) atomic charge list, values in e, 6 entries:
1 Ge 1.28
2 Cl -0.27
3 Cl -0.29
4 Cl -0.45
5 S 1.29
6 S 1.30

[3]
ORCA calculation (the ωB97M-V functional and the def2-TZVPD basis) on a molecular structure, C23H18AsCl3F6FeN2O4SSi.

Results
Kohn-Sham gap (spin up / spin down): 7.79 / 7.73 eV
max |F|: 0.9 eV/A
E_HOMO (spin up / spin down): -8.25 / -8.21 eV
LUMO energy (spin up / spin down): -0.01673 / -0.01760 hartree

```
! RIJCOSX wB97M-V def2-TZVPD def2/J DEFGRID3
* xyz 0 1
As -1.70 2.57 -1.36
Fe 0.72 -0.17 -0.63
Cl 5.03 0.97 -1.96
Cl 1.94 0.33 -3.05
Cl 3.42 3.25 -3.72
S -2.33 -0.61 -1.57
Si 3.21 1.79 -2.33
F -1.24 4.13 -0.86
F -2.04 2.07 0.24
F -1.33 2.90 -2.99
F -0.05 1.94 -1.16
F -0.14 0.04 0.97
F -3.35 2.92 -1.63
O 2.39 0.21 0.62
O 2.49 2.27 -1.00
O -1.98 0.79 -1.96
O -3.15 -1.25 -2.55
N 1.51 -1.99 -0.84
N -0.91 -1.23 -1.35
C 2.34 4.44 -0.08
C 2.34 -4.63 -0.71
C -0.75 -2.62 -1.20
C -4.55 -0.01 -0.19
C 2.15 5.25 1.02
C -1.33 -4.96 -1.15
C -1.70 -3.60 -1.28
C -4.85 -0.44 2.15
C 0.60 -3.00 -0.96
C -5.34 0.05 0.94
C -3.26 -0.54 -0.09
C 2.07 0.45 2.93
C -2.76 -1.01 1.11
C 3.25 -3.61 -0.63
C 1.98 4.69 2.28
C 2.22 1.00 1.54
C 2.20 2.47 1.34
C 2.00 3.32 2.43
C 2.78 -2.29 -0.69
C -0.04 -5.34 -0.97
C 2.37 3.07 0.08
C 0.97 -4.35 -0.88
C -3.57 -0.97 2.23
H 2.22 -0.62 2.90
H -4.91 0.36 -1.14
H -5.47 -0.39 3.03
H 2.44 4.85 -1.08
H -1.75 -1.38 1.16
H 1.85 2.90 3.41
H -2.74 -3.36 -1.46
H -2.11 -5.71 -1.22
H 2.12 6.32 0.89
H 0.24 -6.39 -0.90
H 2.67 -5.66 -0.65
H -3.20 -1.34 3.18
H 1.04 0.65 3.24
H 3.46 -1.45 -0.58
H -6.33 0.47 0.88
H 4.30 -3.80 -0.51
H 2.75 0.91 3.64
H 1.82 5.33 3.14
*
```

natural (NBO) atomic charge list, values in e, 6 entries:
1 As 2.85
2 Fe 1.24
3 Cl -0.34
4 Cl -0.32
5 Cl -0.33
6 S 2.38

[4]
ORCA calculation (the ωB97M-V functional and the def2-TZVPD basis) on a molecular structure, C23H18BrF2IrN3O4 in a non-equilibrium geometry.

Results
Kohn-Sham gap (spin up / spin down): 5.51 / 6.16 eV
max |F|: 1.2 eV/A
E_HOMO (spin up / spin down): -5.69 / -8.17 eV
⟨S²⟩: 8.80
LUMO energy (spin up / spin down): -0.00672 / -0.07413 hartree

```
! RIJCOSX wB97M-V def2-TZVPD def2/J DEFGRID3
* xyz 0 6
Ir 0.77 0.21 -0.55
Br 1.16 4.58 -1.55
F 3.07 -1.90 -2.68
F 1.69 -3.46 -1.99
O -1.62 -0.58 -3.64
O 0.28 -0.36 -2.46
O 2.76 -2.15 -0.54
O -1.07 -0.70 0.03
N -0.10 1.81 0.72
N 1.84 0.19 1.32
N -0.18 2.21 -2.11
C -2.57 3.42 -2.82
C -1.52 4.18 -2.32
C 3.12 -4.32 3.03
C -4.64 -0.28 -0.19
C 3.75 -4.79 1.88
C -4.82 1.03 0.27
C -1.33 2.04 0.97
C 3.64 -4.06 0.71
C 1.96 -0.96 2.08
C 2.42 -2.28 1.84
C -3.73 1.76 0.63
C -1.17 1.51 -2.67
C -0.34 3.52 -2.01
C 0.98 2.47 1.40
C -2.42 1.24 0.52
C -2.38 2.07 -3.04
C 2.49 -3.10 3.01
C 1.70 1.38 2.16
C -2.23 -0.10 0.08
C -0.86 0.05 -2.95
C -3.39 -0.83 -0.28
C 2.95 -2.86 0.66
C 2.86 -2.83 -1.74
H 1.66 2.89 0.66
H -5.82 1.45 0.35
H 3.15 -4.90 3.95
H -3.84 2.78 0.99
H 1.75 -0.82 3.14
H 1.14 1.14 3.07
H -3.23 -1.84 -0.63
H -1.57 2.93 1.57
H -5.50 -0.88 -0.48
H 3.65 -3.56 -1.78
H 4.13 -4.46 -0.16
H 2.69 1.75 2.46
H -1.59 5.25 -2.20
H 0.64 3.27 2.06
H -3.13 1.43 -3.49
H -3.52 3.90 -3.06
H 4.30 -5.72 1.88
H 2.04 -2.72 3.92
*
```

natural (NBO) atomic charge list, values in e, 6 entries:
1 Ir 1.65
2 Br 0.07
3 F -0.32
4 F -0.33
5 O -0.57
6 O -0.75

[5]
ORCA calculation (the ωB97M-V functional and the def2-TZVPD basis) on a molecular structure, C23H18Cl3MnN8O2S.

Results
Kohn-Sham gap (spin up / spin down): 5.99 / 5.99 eV
max |F|: 0.3 eV/A
E_HOMO (spin up / spin down): -10.13 / -10.13 eV
⟨S²⟩: 1.08
LUMO energy (spin up / spin down): -0.15244 / -0.15232 hartree

```
! RIJCOSX wB97M-V def2-TZVPD def2/J DEFGRID3
* xyz 1 2
Mn -0.81 0.00 0.47
Cl 0.00 -5.14 1.55
Cl -2.89 -4.99 1.28
Cl -1.22 -5.23 -1.09
S 2.33 -0.75 0.20
O 1.78 -2.07 0.41
O 2.95 -0.08 1.32
N 6.08 -0.90 -4.34
N -1.16 -1.99 0.37
N -0.27 1.90 -0.02
N -3.08 0.54 2.10
N -2.75 0.33 0.92
N 2.04 2.32 -0.43
N 1.03 0.14 -0.29
N -0.79 0.21 2.46
C -3.42 0.27 -1.38
C -1.99 0.47 2.99
C -1.11 0.57 5.18
C 0.14 0.31 4.64
C -5.14 0.51 0.30
C 1.01 1.50 -0.26
C 5.31 0.14 -2.31
C -3.80 0.37 -0.05
C 4.23 -1.86 -3.14
C -1.24 -3.12 0.47
C -0.52 3.20 0.05
C 3.45 -0.80 -1.13
C 1.76 3.61 -0.37
C -6.09 0.54 -0.69
C -1.33 -4.58 0.55
C 3.35 -1.82 -2.08
C 0.48 4.12 -0.13
C 0.27 0.14 3.27
C -2.20 0.66 4.34
C 5.22 -0.88 -3.27
C -4.38 0.31 -2.38
C 4.43 0.18 -1.25
C -5.72 0.45 -2.03
H -6.48 0.47 -2.80
H 0.30 5.18 -0.08
H 6.90 -0.32 -4.32
H -7.14 0.65 -0.43
H 4.16 -2.65 -3.87
H -1.55 3.49 0.25
H -5.41 0.58 1.35
H 4.50 0.95 -0.50
H 6.08 0.89 -2.40
H 1.23 -0.05 2.81
H -4.09 0.24 -3.41
H -2.37 0.17 -1.65
H 2.60 4.29 -0.52
H -3.20 0.86 4.69
H -1.23 0.72 6.25
H 1.02 0.24 5.27
H 6.14 -1.73 -4.90
H 2.59 -2.58 -1.96
*
```

natural (NBO) atomic charge list, values in e, 6 entries:
1 Mn 1.01
2 Cl 0.12
3 Cl 0.10
4 Cl 0.11
5 S 2.33
6 O -0.97

[6]
ORCA calculation (the ωB97M-V functional and the def2-TZVPD basis) on a molecular structure, C23H18CoN4O.

Results
Kohn-Sham gap (spin up / spin down): 8.73 / 7.32 eV
max |F|: 0.7 eV/A
E_HOMO (spin up / spin down): -11.79 / -11.85 eV
⟨S²⟩: 6.01
LUMO energy (spin up / spin down): -0.11245 / -0.16654 hartree

```
! RIJCOSX wB97M-V def2-TZVPD def2/J DEFGRID3
* xyz 1 5
Co -0.21 0.16 -0.03
O 3.62 -0.35 -1.23
N 1.74 0.16 -0.01
N 0.22 -0.16 -2.07
N 0.22 -0.07 2.05
N -1.69 -1.30 0.01
C -4.05 -1.53 -0.01
C 1.92 0.04 3.70
C 1.52 0.01 2.37
C -1.73 2.86 0.06
C -4.13 2.86 -0.01
C 0.96 0.00 4.70
C -1.71 1.47 0.04
C -0.38 -0.07 4.35
C -0.66 -0.15 -3.07
C 1.52 -0.10 -2.34
C -2.93 0.76 0.00
C -0.71 -0.11 3.01
C 2.43 -0.10 -1.14
C -2.93 3.55 0.04
C -4.13 1.47 -0.02
C -2.66 -3.48 -0.03
C 2.48 0.08 1.23
C -3.92 -2.90 -0.03
C -1.57 -2.63 0.00
C 1.09 0.01 -4.68
C -0.27 -0.05 -4.39
C 2.01 -0.03 -3.64
C -2.91 -0.72 0.00
H -1.01 -0.03 -5.18
H -2.52 -4.55 -0.04
H -5.03 -1.08 -0.01
H -2.92 4.64 0.05
H 2.97 0.09 3.94
H 3.14 -0.80 1.22
H 1.43 0.09 -5.70
H -1.74 -0.17 2.68
H 1.26 0.02 5.74
H -0.56 -3.02 0.02
H 3.07 0.00 -3.79
H 3.14 0.94 1.36
H -4.81 -3.53 -0.05
H -1.71 -0.22 -2.80
H -1.16 -0.10 5.10
H -0.80 3.41 0.10
H -5.07 0.95 -0.04
H -5.07 3.39 -0.04
*
```

natural (NBO) atomic charge list, values in e, 6 entries:
1 Co 1.66
2 O -0.59
3 N -0.75
4 N -0.53
5 N -0.55
6 N -0.56

> Which value of max |F| does entry 4 give?

1.2 eV/A